(1)
Below is a 7-piece molecular cluster, C27H65N3O7 overall at a distorted geometry, with properties calculated with ωB97M-V/def2-TZVPD.

Properties
E_HOMO (eV): -8.38
Structure (SMILES): CC1(C)CCCC(C)(C)N1O.CC1(C)CCCC(C)(C)N1O.CC1(C)CCCC(C)(C)N1O.O.O.O.O
E (eV): -47852.83528
LUMO (eV): 0.13
Energy relative to the best compared isomer or geometry (same formula, charge and spin) (eV): 0.463

XYZ file:
```
102
Properties=species:S:1:pos:R:3:mulliken_charge:R:1
C -0.96 -0.12 5.49 -1.986
C -0.86 0.10 3.99 2.199
C -1.65 -1.03 3.31 -1.895
C -1.48 1.45 3.63 -1.731
C -1.14 1.96 2.21 0.296
C 0.36 2.07 2.11 -1.562
C 1.02 0.73 2.37 2.120
C 0.85 -0.23 1.19 -0.939
C 2.52 1.00 2.54 -1.970
N 0.57 0.17 3.65 0.045
O 1.18 -1.09 3.92 -0.498
H -1.98 0.14 5.81 0.388
H -0.84 -1.16 5.80 0.358
H -0.34 0.55 6.09 0.441
H -1.22 -2.01 3.54 0.463
H -2.70 -0.99 3.60 0.469
H -1.64 -0.92 2.23 0.163
H -2.58 1.46 3.70 0.441
H -1.14 2.20 4.36 0.398
H -1.55 1.26 1.47 -0.257
H -1.68 2.90 2.10 0.417
H 0.65 2.76 2.91 0.425
H 0.77 2.52 1.21 0.469
H 1.24 0.22 0.28 -0.014
H -0.20 -0.40 0.95 -0.344
H 1.41 -1.16 1.29 0.733
H 3.08 0.15 2.94 0.362
H 2.67 1.83 3.23 0.469
H 2.97 1.19 1.56 0.153
H 1.02 -1.67 3.15 0.377
C -7.54 0.52 -0.48 -2.177
C -6.19 0.23 0.17 1.779
C -5.40 1.55 0.17 -1.335
C -6.49 -0.28 1.56 -1.623
C -5.25 -0.82 2.28 0.168
C -4.84 -2.03 1.43 -1.537
C -4.49 -1.71 -0.03 1.905
C -3.07 -1.09 -0.09 -1.577
C -4.47 -3.02 -0.83 -1.645
N -5.51 -0.81 -0.59 0.201
O -5.30 -0.42 -1.97 -0.405
H -8.21 1.11 0.14 0.382
H -8.05 -0.44 -0.65 0.483
H -7.48 0.93 -1.49 0.455
H -5.25 1.89 -0.86 0.281
H -4.37 1.47 0.56 0.054
H -5.91 2.29 0.78 0.425
H -6.91 0.54 2.15 0.586
H -7.20 -1.11 1.55 0.346
H -5.54 -1.21 3.25 0.420
H -4.45 -0.09 2.33 -0.231
H -5.50 -2.87 1.57 0.434
H -3.87 -2.34 1.85 0.339
H -2.76 -0.86 -1.11 0.609
H -2.96 -0.23 0.56 -0.307
H -2.40 -1.89 0.26 0.659
H -5.20 -3.73 -0.47 0.373
H -4.84 -2.79 -1.84 0.339
H -3.46 -3.37 -1.02 0.362
H -6.18 -0.59 -2.32 0.341
C 6.61 -1.06 -4.34 -2.077
C 6.20 -1.32 -2.90 1.664
C 5.56 -2.72 -2.78 -1.812
C 7.47 -1.34 -2.04 -1.184
C 7.27 -1.02 -0.55 -0.690
C 6.38 0.19 -0.31 -1.170
C 5.05 0.10 -1.07 1.784
C 4.15 -0.95 -0.41 -1.446
C 4.37 1.44 -1.01 -1.990
N 5.36 -0.20 -2.45 0.280
O 4.18 -0.08 -3.26 -0.464
H 5.76 -1.06 -5.01 0.433
H 7.07 -0.06 -4.42 0.450
H 7.37 -1.79 -4.60 0.454
H 4.53 -2.73 -3.14 0.284
H 6.13 -3.38 -3.43 0.478
H 5.60 -3.07 -1.75 0.410
H 7.92 -2.34 -2.10 0.371
H 8.25 -0.67 -2.42 0.408
H 6.90 -1.93 -0.07 0.326
H 8.26 -0.77 -0.14 0.401
H 6.86 1.10 -0.68 0.408
H 6.15 0.23 0.76 0.354
H 4.58 -1.94 -0.39 0.239
H 3.22 -1.07 -0.98 0.403
H 3.79 -0.62 0.56 0.202
H 3.29 1.30 -1.13 0.264
H 4.76 2.10 -1.79 0.539
H 4.48 1.94 -0.04 0.286
H 4.44 0.53 -3.96 0.326
O -1.38 2.50 -4.93 -0.645
H -0.71 3.07 -4.54 0.350
H -1.80 2.08 -4.16 0.428
O -0.40 1.39 -2.44 -0.592
H 0.25 2.02 -2.78 0.247
H -0.18 0.55 -2.87 0.312
O -3.44 1.57 -3.01 -0.677
H -2.97 1.65 -2.17 0.289
H -4.29 1.15 -2.78 0.302
O 0.92 3.93 -3.97 -0.613
H 1.04 4.77 -3.51 0.285
H 1.73 3.80 -4.48 0.289
```

=====

(2)
Below is a 2-piece molecular cluster, C5H9NO2 overall at a distorted geometry, with properties calculated with ωB97M-V/def2-TZVPD.

Properties
E_HOMO (spin up / spin down) (eV): -2.37 / -2.24
E (eV): -10912.81569
LUMO (spin up / spin down) (eV): 3.76 / 2.21
⟨S²⟩: 0.759
Total charge: -1
Energy relative to the best compared isomer or geometry (same formula, charge and spin) (eV): 2.950
Spin multiplicity: 2

XYZ file:
```
17
Properties=species:S:1:pos:R:3:lowdin_spin:R:1
C -0.14 1.46 -2.20 0.033
C -0.89 1.82 -1.08 0.007
N 1.32 0.08 0.67 0.201
C -1.04 -0.86 1.10 0.018
C 0.19 -0.65 0.28 0.189
C 1.50 -1.47 0.80 0.138
O 1.48 -1.97 1.95 0.379
O -2.07 1.47 -0.78 -0.001
H -0.48 1.47 -3.22 0.002
H 0.93 1.31 -2.04 0.001
H -0.33 2.31 -0.25 0.002
H 1.44 0.29 1.66 0.004
H -1.66 -1.67 0.71 0.001
H -1.65 0.05 1.00 0.008
H -0.78 -1.07 2.14 0.002
H 0.01 -0.72 -0.79 0.013
H 2.19 -1.82 0.03 0.003
```

=====

(3)
Below is a 18-piece molecular cluster, C36H108O18S18 overall at a distorted geometry, with properties calculated with ωB97M-V/def2-TZVPD.

Properties
E_HOMO (eV): -8.46
E (eV): -270957.37708
LUMO (eV): 0.18
Energy relative to the best compared isomer or geometry (same formula, charge and spin) (eV): 0.000

XYZ file:
```
180
Properties=species:S:1:pos:R:3:mulliken_charge:R:1
C -5.75 -1.70 -4.85 -0.761
S -6.23 0.05 -4.82 0.409
O -7.27 0.22 -3.77 -0.628
C -4.68 0.66 -4.01 -0.453
H -5.70 -2.13 -3.89 0.261
H -4.79 -1.82 -5.39 0.201
H -6.62 -2.21 -5.36 0.375
H -4.76 1.74 -3.71 0.335
H -3.93 0.65 -4.84 0.341
H -4.36 0.03 -3.22 -0.083
C -1.26 3.86 -2.94 2.018
S -2.75 4.83 -2.78 0.485
O -3.03 5.05 -1.34 -0.652
C -2.04 6.36 -3.36 -0.957
H -1.54 3.01 -2.33 -1.073
H -0.39 4.31 -2.51 -0.854
H -1.08 3.51 -3.96 0.355
H -2.64 7.19 -3.06 0.465
H -2.05 6.34 -4.48 0.244
H -0.97 6.55 -2.95 0.144
C -3.71 -2.94 1.42 -0.367
S -2.39 -3.61 2.48 0.507
O -1.22 -2.69 2.33 -0.459
C -2.90 -3.18 4.15 -0.885
H -4.53 -3.71 1.37 0.489
H -3.35 -2.86 0.43 0.092
H -4.04 -1.95 1.74 -0.089
H -2.03 -3.30 4.80 0.234
H -3.65 -3.91 4.58 0.418
H -3.33 -2.20 4.11 0.161
C -4.22 4.64 -6.53 -0.883
S -2.91 3.52 -7.24 0.542
O -1.61 3.74 -6.48 -0.558
C -2.65 4.57 -8.83 -1.049
H -5.10 4.56 -7.17 0.444
H -3.82 5.68 -6.51 0.272
H -4.45 4.37 -5.53 0.229
H -3.59 4.68 -9.35 0.397
H -1.93 4.04 -9.44 0.351
H -2.21 5.56 -8.51 0.268
C 3.96 2.01 3.56 -0.676
S 4.04 1.04 2.05 0.470
O 4.32 -0.35 2.42 -0.567
C 2.26 1.10 1.81 0.848
H 3.30 1.50 4.27 -0.123
H 3.55 2.98 3.33 0.317
H 4.96 2.05 4.01 0.490
H 1.77 2.01 1.48 0.232
H 1.84 0.76 2.74 -0.152
H 1.97 0.46 0.96 -0.824
C -1.26 -5.82 -3.56 -0.887
S -0.04 -6.45 -2.34 0.426
O 1.36 -6.65 -2.99 -0.652
C 0.03 -4.95 -1.32 -0.082
H -0.62 -5.20 -4.25 0.159
H -2.11 -5.32 -3.19 0.390
H -1.62 -6.73 -4.04 0.405
H 0.32 -4.08 -1.97 0.076
H 0.83 -5.17 -0.58 -0.155
H -0.89 -4.74 -0.78 0.274
C 1.48 -1.15 4.94 -0.187
S 1.41 -0.15 6.39 0.053
O 1.87 1.25 5.96 -0.513
C -0.38 -0.08 6.37 0.177
H 1.24 -2.22 5.19 0.467
H 2.53 -1.13 4.43 0.108
H 0.67 -0.86 4.24 -0.247
H -0.80 -0.04 7.37 0.518
H -0.77 -0.91 5.73 -0.114
H -0.67 0.84 5.86 -0.367
C -0.98 0.46 -4.22 -0.049
S -1.04 -1.38 -4.26 0.510
O -2.48 -1.77 -4.52 -0.541
C -0.08 -1.64 -5.80 -1.097
H 0.10 0.71 -4.35 0.222
H -1.40 0.81 -3.31 -0.669
H -1.53 0.72 -5.13 0.415
H -0.18 -0.77 -6.46 0.354
H -0.48 -2.56 -6.19 0.436
H 0.99 -1.76 -5.53 0.296
C 6.32 -7.36 -0.28 -0.961
S 4.46 -7.52 -0.41 0.340
O 3.95 -6.33 0.42 -0.615
C 4.39 -7.11 -2.19 -0.721
H 6.66 -6.40 -0.70 0.216
H 6.78 -8.18 -0.82 0.450
H 6.54 -7.49 0.75 0.338
H 5.10 -7.80 -2.62 0.437
H 4.77 -6.10 -2.43 0.248
H 3.36 -7.16 -2.58 0.178
C 2.66 4.50 5.79 -0.848
S 0.95 4.76 5.29 0.358
O 0.58 3.79 4.16 -0.311
C 0.19 4.01 6.72 -0.621
H 2.88 5.28 6.48 0.526
H 3.31 4.63 4.90 0.277
H 2.86 3.50 6.16 0.129
H -0.89 3.90 6.61 0.166
H 0.31 4.62 7.59 0.509
H 0.69 3.05 6.93 -0.024
C 2.59 3.54 -2.13 -0.351
S 3.84 3.64 -3.48 0.329
O 4.81 2.54 -3.30 -0.582
C 2.63 3.25 -4.76 -0.311
H 2.30 2.47 -2.18 -0.048
H 1.70 4.11 -2.35 -0.010
H 3.01 3.99 -1.25 0.508
H 3.12 3.04 -5.74 0.381
H 1.87 4.03 -4.76 0.319
H 2.10 2.40 -4.35 -0.277
C 4.06 -1.06 -1.74 -0.982
S 2.43 -0.81 -1.19 0.737
O 1.57 -0.68 -2.42 -0.717
C 2.16 -2.38 -0.47 0.339
H 4.14 -2.04 -2.22 0.366
H 4.86 -1.01 -1.00 0.129
H 4.23 -0.28 -2.50 0.358
H 2.77 -2.34 0.42 0.182
H 2.57 -3.25 -1.04 0.576
H 1.11 -2.49 -0.23 -1.099
C -5.18 2.10 5.20 -0.688
S -3.46 2.16 5.89 0.423
O -3.34 0.70 6.43 -0.620
C -2.59 2.15 4.36 0.287
H -5.57 3.02 4.85 0.368
H -5.80 1.82 6.12 0.354
H -5.18 1.30 4.38 0.025
H -2.73 1.08 4.04 -0.154
H -1.55 2.41 4.48 -0.294
H -3.07 2.80 3.60 0.276
C -5.47 0.50 -0.48 -0.458
S -5.41 1.42 1.04 0.222
O -4.51 0.63 1.99 -0.623
C -4.49 2.79 0.41 0.257
H -4.46 0.43 -0.93 -0.498
H -6.17 0.92 -1.24 0.477
H -5.88 -0.40 -0.16 0.586
H -3.73 2.44 -0.27 -0.656
H -3.93 3.19 1.33 -0.088
H -5.16 3.53 0.00 0.645
C 7.16 -1.91 1.54 -0.924
S 6.41 -3.37 0.70 0.720
O 7.59 -4.23 0.27 -0.735
C 5.83 -4.12 2.25 -0.736
H 7.71 -1.28 0.85 0.353
H 7.77 -2.46 2.25 0.430
H 6.40 -1.28 2.01 0.154
H 5.14 -4.98 2.04 -0.100
H 5.29 -3.46 2.87 0.405
H 6.66 -4.55 2.81 0.491
C 0.16 6.61 1.47 -0.898
S 0.31 5.67 -0.12 0.639
O 1.78 5.47 -0.27 -0.729
C -0.36 4.16 0.62 -0.187
H 0.65 5.94 2.23 0.096
H -0.92 6.82 1.71 0.318
H 0.71 7.52 1.33 0.457
H -1.42 4.23 0.87 0.350
H 0.26 3.85 1.45 0.428
H -0.20 3.45 -0.16 -0.567
C 2.64 -6.05 3.70 -0.769
S 1.00 -5.62 2.96 0.396
O 0.14 -5.20 4.15 -0.639
C 1.63 -4.24 2.04 0.495
H 3.30 -6.35 2.82 0.072
H 2.52 -6.82 4.40 0.507
H 3.02 -5.21 4.29 0.214
H 0.80 -3.84 1.52 -0.744
H 2.36 -4.67 1.34 0.277
H 2.12 -3.53 2.70 0.326
C -1.39 -1.10 -0.60 1.486
S -0.83 0.53 -0.20 1.277
O -1.70 1.50 -0.95 -0.690
C -1.41 0.59 1.45 0.682
H -1.31 -1.34 -1.67 -1.143
H -2.45 -1.15 -0.36 -0.109
H -0.82 -1.88 -0.09 -0.835
H -0.95 1.48 1.84 0.092
H -1.05 -0.35 1.83 0.175
H -2.56 0.53 1.42 -0.818
```

=====

(4)
Below is a single CH4N2O3 molecule at a distorted geometry, with properties calculated with ωB97M-V/def2-TZVPD.

Properties
E_HOMO (eV): -9.26
Structure (SMILES): O=C(NO)NO
E (eV): -10220.39938
LUMO (eV): 0.31
Energy relative to the best compared isomer or geometry (same formula, charge and spin) (eV): 2.027

XYZ file:
```
10
Properties=species:S:1:pos:R:3:nbo_charge:R:1
O 0.71 1.12 -1.59 -0.642
C 0.25 0.31 -0.75 0.684
N -1.03 0.59 -0.32 -0.372
O -1.80 -0.35 0.49 -0.571
N 0.96 -0.67 -0.18 -0.339
O 0.53 -0.70 1.13 -0.543
H -1.51 1.10 -1.12 0.419
H -0.95 -0.73 1.00 0.477
H 2.04 -0.77 -0.18 0.409
H 0.79 0.10 1.53 0.478
```